1.
A molecular structure, C23H15IrN4O2 at a distorted geometry, computed with ωB97M-V/def2-TZVPD.

The geometry in XYZ format:
```
45
C23H15IrN4O2, DFT ωB97M-V/def2-TZVPD
Ir -0.06 -0.71 0.34
O -4.26 1.73 1.74
O -2.13 -1.41 -0.59
N -1.16 0.03 1.91
N -3.03 0.40 0.54
N -0.17 1.14 -0.26
N 1.26 -0.78 -1.26
C 2.94 -1.70 -2.68
C -1.23 3.22 -0.08
C -5.25 0.08 0.13
C -0.38 3.68 -1.09
C -2.87 1.99 2.24
C -6.63 0.16 0.08
C -1.10 1.91 0.32
C -5.17 -1.79 -1.41
C -3.08 -0.73 -0.31
C 2.43 0.64 -2.78
C 3.17 -0.45 -3.23
C 1.97 -1.82 -1.70
C -4.52 -0.88 -0.61
C -2.73 1.66 3.69
C -2.00 0.62 4.09
C -7.28 -0.76 -0.75
C 0.63 1.53 -1.27
C 0.54 2.85 -1.70
C -2.00 1.12 1.29
C -6.57 -1.70 -1.47
C -4.26 0.82 0.86
C -1.24 -0.19 3.16
C 1.48 0.45 -1.80
H -3.23 2.29 4.41
H 3.92 -0.32 -4.00
H -8.36 -0.73 -0.83
H -0.68 -1.04 3.55
H 1.16 3.22 -2.50
H -4.63 -2.53 -1.98
H -1.92 0.38 5.15
H 3.50 -2.57 -3.00
H 2.60 1.62 -3.20
H 1.76 -2.78 -1.24
H -7.11 -2.41 -2.09
H -7.18 0.90 0.65
H -0.45 4.71 -1.41
H -1.96 3.89 0.34
H -2.75 3.06 2.06
```

Summary:
Spin multiplicity: 2
LUMO energy (alpha / beta) in eV: -10.777 / -10.762
HOMO level (alpha / beta) in eV: -18.42 / -18.38
Total charge: +3
Strongest force on any atom in eV/A: 1.2
Expectation value of S²: 0.7523

=====

2.
A gas-phase ion, C3H8N3 (charge +1) at a distorted geometry, computed with ωB97M-V/def2-TZVPD.

The geometry in XYZ format:
```
14
C3H8N3, DFT ωB97M-V/def2-TZVPD
N -0.79 1.00 0.22
N 0.49 -0.04 1.69
N 0.07 -1.12 -0.59
C -0.51 -0.19 0.82
C -0.21 1.12 -1.03
C 0.31 -0.02 -1.50
H 1.05 -0.09 -2.27
H 0.86 -1.81 -0.27
H -0.70 -1.73 -1.08
H -0.10 2.21 -1.49
H 1.16 0.58 1.18
H -1.34 -0.92 1.13
H 0.87 -0.69 2.41
H -1.16 1.70 0.79
```

Summary:
LUMO energy in eV: -3.237
HOMO level in eV: -13.28
SMILES: N[C@H]1NC=C[NH2+]1
Relative energy (zero: lowest compared OMol25 entry of this formula, charge and spin) in kcal per mole: 60.68
Total charge: +1
Strongest force on any atom in eV/A: 5.0

=====

3.
10 unconnected molecules or ions with the total composition C5H28NO10 at a distorted geometry, computed with ωB97M-V/def2-TZVPD.

The geometry in XYZ format:
```
44
C5H28NO10, DFT ωB97M-V/def2-TZVPD
O 2.11 0.74 -2.60
O -1.31 1.80 1.11
O -1.15 -1.07 -2.43
O 0.41 1.80 -0.88
O -3.46 -1.41 -1.02
O -3.97 -1.26 1.64
O 2.64 -0.07 0.52
O 4.05 2.47 -0.53
O -4.47 0.70 -0.16
O 1.88 3.50 0.46
N 1.19 -1.33 -0.94
C 2.31 0.17 1.68
C 1.02 -0.54 2.15
C 1.90 -3.40 0.13
C 1.27 -2.23 0.29
C 0.37 -1.76 1.42
H 2.07 -1.40 -1.44
H 2.23 1.08 -3.49
H 2.72 3.32 0.67
H 1.65 1.30 -2.06
H 0.27 -2.50 2.22
H -0.39 1.60 -0.42
H 1.10 -0.78 3.23
H -0.62 -1.54 1.21
H -1.55 -0.25 -2.62
H -2.28 1.49 0.91
H -3.77 -2.18 -1.39
H -5.28 0.87 0.18
H 0.86 2.52 -0.43
H -1.20 2.76 1.02
H -3.78 -0.50 2.09
H -4.65 0.37 -1.02
H -1.86 -1.53 -1.94
H 3.63 1.62 -0.18
H 0.32 0.31 2.13
H 2.72 1.03 2.20
H -3.52 -1.41 -0.14
H 0.33 -1.51 -1.61
H 2.34 -3.74 -0.73
H 3.56 2.66 -1.23
H 0.90 -0.29 -0.65
H 2.23 4.21 -0.22
H -4.85 -1.50 1.97
H 2.05 -4.14 0.90
```

Summary:
LUMO energy in eV: -2.498
HOMO level in eV: -13.07
Relative energy (zero: lowest compared OMol25 entry of this formula, charge and spin) in kcal per mole: 68.59
Total charge: +1
Strongest force on any atom in eV/A: 7.2

=====

4.
A single C4H5BrN2O molecule at a distorted geometry, computed with ωB97M-V/def2-TZVPD.

The geometry in XYZ format:
```
13
C4H5BrN2O, DFT ωB97M-V/def2-TZVPD
Br -3.18 -0.79 0.13
O -0.87 0.55 -0.63
N 0.27 -0.41 1.05
N 3.48 -1.36 -0.63
C 2.58 -0.69 -0.75
C 1.32 -0.04 -1.16
C 0.38 0.10 -0.15
C -1.94 0.65 0.13
H -1.48 0.78 1.19
H -0.06 0.20 1.79
H -2.48 1.66 -0.17
H 1.36 0.70 -1.96
H 0.61 -1.34 1.17
```

Summary:
LUMO energy in eV: 0.335
HOMO level in eV: -9.13
SMILES: N#C/C=C(\N)OCBr
Relative energy (zero: lowest compared OMol25 entry of this formula, charge and spin) in kcal per mole: 49.67
Total charge: 0
Strongest force on any atom in eV/A: 5.4